Density functional theory data (ωB97M-V/def2-TZVPD) for a molecular structure, C64H68BCl3CrGe2N9O5S at a distorted geometry.

Structure (XYZ):
```
154
Properties=species:S:1:pos:R:3:mulliken_spin:R:1
Cr 0.17 -0.26 -0.21 0.016
C 0.29 -3.81 -0.24 0.008
C -0.18 -3.12 0.99 -0.007
C -0.56 -3.71 2.20 0.001
C -0.90 -2.66 3.03 0.002
C -1.39 -2.72 4.44 0.000
N -0.73 -1.52 2.33 0.005
N -0.28 -1.80 1.11 0.008
B -0.92 -0.07 2.75 -0.005
N 0.42 0.66 2.62 0.009
N 1.05 0.79 1.44 -0.003
C 2.23 1.35 1.67 0.009
C 3.25 1.67 0.63 -0.003
C 2.37 1.59 3.04 0.001
C 1.21 1.13 3.61 0.002
C 0.85 1.10 5.06 0.000
N -1.94 0.55 1.78 0.008
N -1.72 0.64 0.46 0.002
C -2.80 1.19 -0.09 0.001
C -2.97 1.55 -1.52 -0.020
C -3.75 1.45 0.91 -0.002
C -3.17 1.03 2.08 0.002
C -3.75 1.08 3.45 0.000
H 0.78 -4.75 0.00 -0.001
H 0.99 -3.15 -0.76 0.004
H -0.55 -4.00 -0.90 0.002
H -0.59 -4.76 2.44 0.000
H -1.43 -3.76 4.76 0.000
H -2.39 -2.30 4.52 0.000
H -0.73 -2.17 5.10 0.000
H -1.32 0.00 3.87 0.000
H 2.90 1.35 -0.35 0.003
H 4.19 1.18 0.86 0.000
H 3.42 2.75 0.60 0.000
H 3.22 2.03 3.53 0.000
H 1.64 1.58 5.63 0.000
H 0.76 0.07 5.40 0.000
H -0.09 1.61 5.24 0.000
H -2.01 1.54 -2.03 0.028
H -3.39 2.55 -1.59 -0.001
H -3.64 0.86 -2.03 0.001
H -4.72 1.88 0.78 -0.001
H -4.73 1.56 3.39 0.000
H -3.12 1.65 4.12 0.000
H -3.88 0.08 3.86 0.000
Cl -8.62 -4.90 -7.31 0.000
C -7.49 -4.46 -6.08 0.004
C -6.18 -4.96 -6.12 0.002
C -5.30 -4.61 -5.14 0.006
C -5.66 -3.75 -4.07 -0.049
C -4.65 -3.37 -3.04 0.021
C -4.20 -1.89 -3.17 0.032
N -2.87 -1.70 -2.69 0.001
C -1.74 -1.74 -3.48 1.006
C -0.59 -1.53 -2.53 -0.325
N -1.21 -1.53 -1.22 0.140
C -2.50 -1.64 -1.39 -0.058
O -5.12 -3.50 -1.71 0.004
C -5.05 -4.81 -1.19 0.009
C -5.74 -4.83 0.14 -0.005
C -5.21 -4.26 1.28 0.001
Cl -3.69 -3.49 1.44 0.001
S -6.28 -4.43 2.65 0.000
C -7.44 -5.25 1.66 0.000
C -7.02 -5.37 0.37 0.000
C -6.98 -3.26 -4.07 -0.003
Cl -7.51 -2.19 -2.83 0.001
C -7.89 -3.61 -5.05 -0.001
H -5.88 -5.61 -6.93 0.000
H -4.29 -4.99 -5.16 0.001
H -3.76 -4.00 -3.18 0.039
H -4.89 -1.28 -2.58 -0.001
H -4.24 -1.59 -4.22 -0.018
H -1.80 -1.35 -4.47 0.018
H 0.17 -2.31 -2.61 0.063
H -3.24 -1.69 -0.61 0.003
H -3.99 -5.10 -1.08 -0.001
H -5.55 -5.51 -1.88 0.000
H -8.36 -5.58 2.10 0.000
H -7.60 -5.84 -0.41 0.000
H -8.90 -3.22 -5.02 0.000
O 2.84 -1.25 -2.31 -0.005
C 3.06 -1.25 -1.10 0.003
N 2.11 -1.21 -0.13 -0.008
C 2.71 -1.43 1.09 0.000
O 2.14 -1.60 2.17 0.000
C 4.17 -1.48 0.90 0.000
C 5.23 -1.54 1.79 0.000
C 6.52 -1.46 1.28 0.000
C 6.74 -1.36 -0.10 0.000
C 5.68 -1.33 -0.99 -0.001
C 4.39 -1.36 -0.48 -0.001
H 5.05 -1.62 2.85 0.000
H 7.37 -1.46 1.95 0.000
H 7.76 -1.31 -0.47 0.000
H 5.83 -1.24 -2.06 0.000
C 2.87 1.51 -3.50 0.001
Ge 1.45 0.14 -3.84 0.015
C 1.99 -1.42 -4.98 -0.003
C 0.28 1.11 -5.22 0.010
C 0.11 -0.19 -2.44 0.086
H 3.12 2.05 -4.40 -0.001
H 3.77 1.06 -3.09 0.001
H 2.48 2.21 -2.77 0.000
H 2.29 -1.08 -5.96 0.000
H 1.14 -2.08 -5.11 0.004
H 2.80 -1.98 -4.53 0.000
H 0.81 1.25 -6.17 0.000
H -0.02 2.09 -4.87 0.002
H -0.61 0.53 -5.43 -0.006
H -0.64 0.58 -2.61 -0.020
O 1.65 3.80 -0.94 0.002
C 0.68 3.04 -0.72 -0.005
O 0.68 1.82 -0.93 -0.035
C -0.61 3.72 -0.23 0.001
C -0.32 4.94 0.60 -0.001
Ge 1.33 5.93 0.00 -0.001
C 1.14 7.67 1.08 0.000
C 2.09 8.67 0.90 0.000
C 2.13 9.79 1.70 0.000
C 1.20 9.95 2.72 0.000
C 0.24 8.98 2.91 0.000
C 0.22 7.85 2.10 0.000
C 1.43 6.68 -1.85 0.000
C 2.11 6.01 -2.85 0.000
C 2.19 6.52 -4.13 0.000
C 1.59 7.73 -4.43 0.000
C 0.91 8.42 -3.44 0.000
C 0.83 7.90 -2.16 0.000
C 3.14 5.56 0.74 0.000
C 4.26 5.98 0.03 0.000
C 5.53 5.86 0.56 0.000
C 5.70 5.31 1.82 0.000
C 4.60 4.87 2.53 0.000
C 3.33 5.00 1.99 0.000
H -1.21 3.00 0.31 -0.001
H -1.14 4.02 -1.14 0.000
H -0.16 4.66 1.65 0.000
H -1.16 5.64 0.57 0.000
H 2.82 8.55 0.11 0.000
H 2.88 10.55 1.53 0.000
H 1.24 10.82 3.36 0.000
H -0.50 9.10 3.69 0.000
H -0.54 7.10 2.27 0.000
H 2.55 5.05 -2.61 0.000
H 2.72 5.98 -4.90 0.000
H 1.65 8.14 -5.44 0.000
H 0.42 9.36 -3.68 0.000
H 0.31 8.45 -1.39 0.000
H 4.12 6.41 -0.95 0.000
H 6.39 6.20 -0.01 0.000
H 6.69 5.22 2.25 0.000
H 4.74 4.44 3.51 0.000
H 2.48 4.65 2.56 0.000
```

Summary:
Orbital gap (alpha / beta) ... 3.501 / 3.444 eV
Electronic energy ... -10350.64245 a.u.
Net charge ... -2
Maximum force ... 2.42 eV/A
Multiplicity ... 2

---

Density functional theory data (ωB97M-V/def2-TZVPD) for a molecular structure, C23H12BrN4O8Ta.

Structure (XYZ):
```
49
Properties=species:S:1:pos:R:3:nbo_charge:R:1
Ta -0.41 -0.09 -0.50 2.617
Br -0.62 -6.03 4.08 0.170
C -0.70 -4.73 2.74 -0.117
C -0.68 -5.11 1.39 -0.114
C -0.74 -4.18 0.38 -0.259
C -0.80 -2.84 0.71 0.418
O -0.89 -1.89 -0.26 -0.731
C -0.81 -2.42 2.05 -0.230
C -0.97 -1.05 2.43 0.282
N -0.91 -0.02 1.62 -0.621
C -1.30 1.27 2.06 0.073
C -1.24 1.79 3.33 -0.153
C -1.73 3.08 3.58 -0.172
C -2.28 3.84 2.58 -0.133
C -2.35 3.33 1.26 -0.109
C -2.92 4.03 0.17 -0.007
C -2.95 3.44 -1.07 -0.260
C -2.37 2.19 -1.26 0.144
N -1.81 1.51 -0.25 -0.617
C -1.83 2.05 1.01 0.238
C -0.78 -3.39 3.07 -0.126
H -0.64 -6.17 1.15 0.261
H -0.75 -4.48 -0.66 0.258
H -1.21 -0.87 3.47 0.221
H -0.81 1.22 4.14 0.242
H -1.67 3.48 4.58 0.257
H -2.67 4.83 2.78 0.252
H -3.34 5.01 0.33 0.256
H -3.40 3.94 -1.92 0.271
H -2.35 1.74 -2.24 0.253
H -0.81 -3.10 4.11 0.247
O -0.46 1.66 -4.00 -0.430
C 0.13 0.97 -3.25 0.800
O -0.56 0.04 -2.40 -0.785
C 1.60 0.82 -2.97 -0.214
C 2.56 0.42 -3.89 -0.082
C 3.74 -0.15 -3.40 0.026
C 3.92 -0.50 -2.07 -0.116
C 2.93 -0.09 -1.19 -0.063
C 1.88 0.72 -1.62 0.409
O 1.00 1.22 -0.73 -0.741
N 2.70 -0.73 0.08 0.567
O 1.48 -1.00 0.36 -0.499
O 3.58 -1.10 0.77 -0.160
N 4.78 -0.57 -4.37 0.530
O 5.74 -1.14 -3.92 -0.329
O 4.57 -0.30 -5.53 -0.321
H 2.41 0.48 -4.96 0.295
H 4.76 -1.11 -1.78 0.302
```

Summary:
Orbital gap ... 6.305 eV
Electronic energy ... -4335.05767 a.u.
ΔE to the lowest compared entry with this formula, charge and spin ... 0.086 eV
Net charge ... +2
Maximum force ... 0.57 eV/A

---

Density functional theory data (ωB97M-V/def2-TZVPD) for a gas-phase ion, C5H12NS (charge +1) at a distorted geometry.

Structure (XYZ):
```
19
Properties=species:S:1:pos:R:3:nbo_charge:R:1
C -0.66 -0.44 -0.15 0.091
C 1.85 -0.25 -0.52 -0.216
C -1.93 1.79 -0.25 -0.624
C 0.92 -2.36 0.37 -0.411
C -1.18 0.77 0.56 -0.501
N 0.67 -0.95 0.23 -0.442
S 2.29 1.33 0.08 0.137
H -1.18 -0.80 -1.00 0.220
H 1.67 -0.34 -1.58 0.213
H -2.48 2.51 0.37 0.246
H -2.66 1.49 -1.09 0.236
H -1.17 2.41 -0.69 0.216
H -0.22 -2.70 0.48 0.231
H 1.30 -2.73 -0.50 0.228
H 1.50 -2.71 1.29 0.264
H -1.82 0.26 1.31 0.258
H -0.32 1.33 1.07 0.230
H 0.88 -0.53 1.14 0.438
H 2.53 1.93 -1.12 0.187
```

Summary:
Orbital gap (alpha / beta) ... 8.526 / 7.944 eV
Electronic energy ... -650.22397 a.u.
ΔE to the lowest compared entry with this formula, charge and spin ... 5.191 eV
Net charge ... +1
Maximum force ... 5.58 eV/A

---

Density functional theory data (ωB97M-V/def2-TZVPD) for 5 unconnected molecules or ions with the total composition C2H14O5 at a distorted geometry.

Structure (XYZ):
```
21
Properties=species:S:1:pos:R:3:mulliken_spin:R:1
C 1.18 -0.56 -0.42 0.562
O 1.57 -0.95 0.95 -0.258
C 2.15 0.54 -0.87 -0.028
H 0.19 -0.10 -0.41 0.105
H 1.32 -1.52 -1.03 0.001
H 1.73 -0.04 1.32 0.060
H 3.01 0.48 -0.32 -0.036
H 1.67 1.53 -0.88 -0.039
H 2.55 0.33 -1.88 -0.001
H -1.89 -3.53 0.30 -0.278
H -0.63 -2.61 0.22 -0.017
O -1.47 -2.79 -0.20 0.412
H -1.81 1.13 -0.10 -0.002
H -2.36 2.50 0.70 -0.148
O -1.54 2.01 0.39 0.366
H -2.26 -1.19 -0.95 0.009
H -3.51 -0.49 -1.48 -0.296
O -2.59 -0.36 -1.27 0.588
H 1.15 2.41 2.54 -0.054
H 0.50 1.64 1.31 0.003
O 1.05 1.57 2.06 0.049
```

Summary:
Orbital gap (alpha / beta) ... 2.335 / 10.156 eV
Electronic energy ... -460.73221 a.u.
ΔE to the lowest compared entry with this formula, charge and spin ... 0.243 eV
Net charge ... -1
Maximum force ... 3.02 eV/A
Multiplicity ... 2

---

Density functional theory data (ωB97M-V/def2-TZVPD) for 2 unconnected molecules or ions with the total composition C6H9NO at a distorted geometry.

Structure (XYZ):
```
17
Properties=species:S:1:pos:R:3:nbo_charge:R:1
C -1.05 -1.26 -2.13 -0.388
C 0.10 -1.04 -1.51 -0.203
C 0.16 -0.60 -0.10 -0.163
C 1.39 -0.14 0.47 -0.280
C 1.15 0.26 1.76 -0.072
N -0.18 0.04 2.00 -0.496
C -0.78 -0.52 0.92 -0.068
H -1.19 -1.55 -3.16 0.200
H -2.03 -1.16 -1.66 0.189
H 1.10 -1.09 -1.93 0.215
H 2.26 0.08 -0.13 0.219
H 1.85 0.73 2.42 0.216
H -0.47 0.18 2.95 0.414
H -1.81 -0.84 0.94 0.214
O -0.37 2.43 -1.04 -0.941
H -0.27 1.56 -1.41 0.475
H -1.04 2.32 -0.34 0.467
```

Summary:
Orbital gap ... 9.082 eV
Electronic energy ... -363.98350 a.u.
ΔE to the lowest compared entry with this formula, charge and spin ... 1.108 eV
SMILES ... C=Cc1cc[nH]c1.O
Maximum force ... 1.53 eV/A

---

Density functional theory data (ωB97M-V/def2-TZVPD) for 2 unconnected molecules or ions with the total composition C6H13N3Si at a distorted geometry.

Structure (XYZ):
```
23
Properties=species:S:1:pos:R:3:nbo_charge:R:1
C 2.26 -0.08 1.63 -0.214
C 1.47 -0.04 0.52 -0.115
C 2.10 0.45 -1.90 -0.405
C -1.68 1.33 1.15 -1.133
C -2.07 -1.88 1.13 -1.082
C -1.51 -0.16 -1.59 -1.135
N 3.55 0.11 1.26 -0.255
N 3.56 0.35 0.00 -0.086
N 2.34 0.23 -0.49 -0.245
Si -1.21 -0.30 0.30 1.596
H 1.94 -0.32 2.70 0.210
H 3.11 0.13 -2.44 0.238
H 1.23 -0.14 -2.10 0.208
H 1.85 1.54 -2.18 0.203
H -1.11 2.24 0.78 0.265
H -2.71 1.35 1.17 0.231
H -1.35 1.44 2.11 0.252
H -1.49 -2.39 1.81 0.245
H -2.96 -1.40 1.76 0.238
H -2.56 -2.47 0.34 0.248
H -1.30 -0.94 -2.35 0.256
H -2.53 0.32 -1.81 0.248
H -0.93 0.64 -1.82 0.231
```

Summary:
Orbital gap ... 9.244 eV
Electronic energy ... -690.04633 a.u.
ΔE to the lowest compared entry with this formula, charge and spin ... 3.784 eV
Maximum force ... 4.82 eV/A